This record from the Open Molecules 2025 dataset describes a structure of composition C19H20As2CoF5IO2. The level of theory is the ωB97M-V functional and the def2-TZVPD basis.

Last column: natural (NBO) charge in e.
Cartesian coordinates (Å):
Co (-0.040, -0.704, 0.282)  1.315
C (0.616, 1.102, -3.116)  -0.928
As (-0.395, -0.242, -2.159)  0.866
C (-0.297, -1.802, -3.299)  -0.926
C (-2.245, 0.315, -2.298)  -0.370
C (-2.700, 0.912, -3.470)  -0.142
C (-4.025, 1.305, -3.587)  -0.192
C (-4.905, 1.099, -2.535)  -0.172
C (-4.461, 0.502, -1.365)  -0.196
C (-3.133, 0.110, -1.235)  -0.343
As (-2.533, -0.696, 0.424)  0.918
C (-3.433, 0.316, 1.802)  -0.937
C (-3.390, -2.428, 0.456)  -0.927
H (0.411, 2.080, -2.688)  0.248
H (0.346, 1.099, -4.171)  0.246
H (1.676, 0.878, -3.015)  0.260
H (-0.646, -1.554, -4.300)  0.246
H (-0.916, -2.592, -2.878)  0.253
H (0.736, -2.142, -3.343)  0.255
H (-2.023, 1.077, -4.299)  0.210
H (-4.369, 1.772, -4.500)  0.237
H (-5.939, 1.405, -2.625)  0.237
H (-5.158, 0.349, -0.549)  0.222
H (-4.498, 0.091, 1.787)  0.244
H (-3.273, 1.376, 1.618)  0.260
H (-3.013, 0.046, 2.770)  0.269
H (-4.466, -2.309, 0.341)  0.246
H (-3.168, -2.908, 1.408)  0.260
H (-2.995, -3.038, -0.353)  0.252
F (-0.345, -3.363, -0.241)  -0.332
C (0.573, -2.644, 0.473)  0.316
F (1.777, -2.822, -0.105)  -0.304
C (0.593, -3.177, 1.915)  0.904
F (0.815, -4.485, 1.956)  -0.288
F (1.528, -2.548, 2.613)  -0.288
F (-0.608, -2.929, 2.468)  -0.320
I (-3.196, 6.056, -0.853)  0.203
C (-2.148, 4.567, 0.154)  -0.139
C (-1.285, 3.740, -0.555)  -0.250
C (-0.601, 2.742, 0.118)  -0.209
C (-0.785, 2.553, 1.485)  -0.131
C (-1.628, 3.410, 2.190)  -0.167
C (-2.310, 4.415, 1.529)  -0.244
C (-0.163, 1.403, 2.221)  0.755
O (-0.315, 1.240, 3.399)  -0.535
O (0.509, 0.529, 1.453)  -0.809
H (-1.145, 3.886, -1.618)  0.227
H (0.108, 2.123, -0.415)  0.206
H (-1.749, 3.260, 3.254)  0.252
H (-2.970, 5.075, 2.074)  0.241

Summary:
multiplicity = 5
net charge = +1
electronic energy = -7537.55669 hartree
E_LUMO (spin up / spin down) = -2.75 / -5.64 eV
max |F| = 0.0111 Eh/bohr
gap between HOMO and LUMO (spin up / spin down) = 8.8 / 5.9 eV
relative energy (zero: lowest compared OMol25 entry of this formula, charge and spin) = 0.000 eV